ORCA calculation (the ωB97M-V functional and the def2-TZVPD basis) on 13 unconnected molecules or ions with the total composition C56H62Cl6N10.

Calculated values
- LUMO level: 0.4 eV
- Orbital gap: 0.35708 hartree

Each line ends with the Löwdin charge.
Positions of all 134 atoms, in Å:
Cl 1.51110 5.20922 -0.18959  0.56
C 0.68483 3.63933 -0.28334  -0.69
C -0.78883 3.77148 -0.56120  -0.63
Cl -1.17476 4.60592 -2.09953  0.58
H 0.78012 3.09412 0.65530  0.05
H 1.22226 3.11754 -1.07272  0.01
H -1.26005 4.33864 0.24160  0.07
H -1.29112 2.80433 -0.58731  0.05
Cl -2.09223 -3.57895 -2.28119  0.59
C -0.38553 -3.47243 -2.78279  -0.64
C 0.46806 -4.09415 -1.70515  -0.67
Cl 0.29213 -5.87267 -1.61141  0.54
H -0.27165 -2.39864 -2.91695  0.03
H -0.27019 -3.97015 -3.73981  0.05
H 0.25393 -3.67046 -0.72500  0.05
H 1.52846 -3.88506 -1.85593  0.04
Cl -0.95504 -1.95565 -5.82536  0.61
C -1.05326 -0.28299 -5.23200  -0.67
C -2.49841 0.12814 -4.99504  -0.61
Cl -3.26132 -0.83313 -3.70309  0.60
H -0.66643 0.39203 -5.99530  0.07
H -0.45159 -0.19851 -4.33009  0.02
H -3.09495 0.11171 -5.90214  0.07
H -2.47483 1.15268 -4.62107  0.07
N -4.66833 4.00232 0.14638  0.06
C -5.03513 3.27091 1.22844  -0.14
C -5.00617 1.89641 1.16183  -0.08
C -4.49226 1.24415 0.05485  -0.08
C -4.14671 1.97991 -1.06179  -0.06
C -4.33479 3.36123 -0.96094  -0.18
H -5.35780 3.86932 2.06702  0.10
H -5.26999 1.28692 2.02077  0.10
H -4.32704 0.17451 0.01453  0.08
H -3.64004 1.57511 -1.92685  0.08
H -4.02847 3.97781 -1.79806  0.08
N -7.01666 -1.51557 0.09271  0.06
C -6.68380 -1.86475 1.35047  -0.14
C -5.49178 -2.49868 1.62050  -0.08
C -4.59051 -2.80132 0.61560  -0.07
C -4.89187 -2.36836 -0.66630  -0.10
C -6.15080 -1.79606 -0.88277  -0.16
H -7.33175 -1.41998 2.09407  0.10
H -5.16871 -2.67549 2.64026  0.08
H -3.62032 -3.20193 0.87944  0.09
H -4.18689 -2.49231 -1.47465  0.00
H -6.44029 -1.48521 -1.87889  0.10
N 3.26257 -3.40578 0.09242  0.07
C 2.96721 -4.04165 1.23284  -0.14
C 2.87950 -3.35200 2.44853  -0.08
C 3.02592 -1.97976 2.45252  -0.09
C 3.45961 -1.33733 1.31068  -0.07
C 3.63096 -2.11940 0.17805  -0.14
H 2.80938 -5.10878 1.14880  0.11
H 2.63197 -3.95852 3.31121  0.10
H 2.82028 -1.42878 3.36439  0.09
H 3.52599 -0.26083 1.23343  0.08
H 4.01209 -1.71128 -0.75167  0.08
N -0.45177 0.16950 -1.66289  0.09
C -1.43993 -0.32887 -0.92336  -0.17
C -1.39110 -0.25037 0.46448  -0.06
C -0.22718 0.16596 1.06550  -0.07
C 0.78661 0.71102 0.29172  -0.08
C 0.61770 0.73105 -1.08921  -0.17
H -2.24522 -0.82221 -1.44548  0.01
H -2.20350 -0.71194 1.01524  0.10
H -0.14131 0.14466 2.14509  0.09
H 1.64761 1.19314 0.73516  0.08
H 1.40371 1.08573 -1.74229  0.06
N 3.81592 -2.36585 -3.23935  0.06
C 2.88537 -1.48645 -3.59455  -0.14
C 2.33712 -1.41352 -4.87385  -0.14
C 2.77334 -2.35512 -5.78044  -0.08
C 3.73277 -3.30578 -5.43682  -0.06
C 4.21091 -3.26727 -4.13696  -0.15
H 2.55519 -0.81518 -2.80665  0.09
H 1.58691 -0.70176 -5.17781  0.03
H 2.43965 -2.24353 -6.80722  0.11
H 4.07503 -4.04059 -6.15055  0.10
H 5.02226 -3.94175 -3.88490  0.10
N 3.57666 2.23230 -1.02379  0.08
C 4.25083 2.41810 -2.16964  -0.12
C 5.59760 2.77448 -2.19702  -0.05
C 6.22774 3.09986 -0.99935  -0.07
C 5.49702 3.09575 0.17547  -0.06
C 4.22493 2.53828 0.09442  -0.17
H 3.69452 2.23804 -3.08210  0.06
H 6.15846 2.87916 -3.11478  0.10
H 7.26773 3.40182 -0.99574  0.11
H 5.95568 3.31846 1.12730  0.10
H 3.73141 2.33005 1.04098  0.10
N -0.44706 3.49742 3.31670  0.06
C -1.61716 2.87354 3.25761  -0.15
C -2.57195 3.05386 4.25017  -0.07
C -2.31230 3.92587 5.30528  -0.08
C -1.04145 4.46370 5.44605  -0.06
C -0.16498 4.25099 4.37316  -0.15
H -1.88621 2.19070 2.45945  0.09
H -3.57946 2.65876 4.26517  0.10
H -3.10148 4.18073 6.00092  0.11
H -0.75628 5.12000 6.25466  0.10
H 0.80945 4.72276 4.38975  0.10
N 1.45612 1.03248 -4.70208  0.02
C 1.05148 2.07396 -3.95752  -0.12
C 1.69829 3.31116 -3.96861  -0.07
C 2.82339 3.44699 -4.76861  -0.10
C 3.25827 2.38335 -5.52722  -0.06
C 2.54104 1.20215 -5.46763  -0.13
H 0.21735 1.79756 -3.32201  0.08
H 1.44805 4.13933 -3.32034  0.08
H 3.28555 4.42338 -4.85207  0.12
H 4.06832 2.45678 -6.24077  0.11
H 2.82176 0.41963 -6.16351  0.11
N -0.00304 -0.39845 6.05533  0.06
C 0.05573 -1.03586 7.23319  -0.13
C 1.26482 -1.26003 7.87578  -0.07
C 2.45864 -0.92257 7.25668  -0.08
C 2.37658 -0.22120 6.06908  -0.08
C 1.11747 0.00698 5.49007  -0.16
H -0.86109 -1.38335 7.68650  0.11
H 1.26522 -1.70919 8.86136  0.10
H 3.40419 -1.20928 7.69549  0.11
H 3.26319 0.11587 5.54634  0.10
H 1.10407 0.33250 4.45497  0.09
N -2.99583 -2.99336 3.94855  0.06
C -3.02995 -4.22304 3.36499  -0.15
C -1.96480 -4.67945 2.60521  -0.08
C -0.86771 -3.87234 2.40720  -0.08
C -0.79938 -2.64064 3.03156  -0.07
C -1.91586 -2.23917 3.76307  -0.16
H -3.96371 -4.75653 3.46526  0.11
H -2.01742 -5.59420 2.02607  0.11
H 0.07118 -4.14004 1.93110  0.09
H 0.01429 -1.95340 2.85380  0.07
H -1.84597 -1.29268 4.29053  0.09

---

ORCA calculation (the ωB97M-V functional and the def2-TZVPD basis) on C8H7NO in the gas phase.

Calculated values
- LUMO level: 0.4 eV
- Energy above the lowest of the compared OMol25 structures with the same formula, charge and spin: 69.97 kcal per mole
- Orbital gap: 0.25992 hartree

Each line ends with the Löwdin charge.
Positions of all 17 atoms, in Å:
C -1.90292 -0.83193 -0.24127  -0.10
C -1.92617 0.54230 -0.51366  -0.12
C -0.71888 -1.55900 -0.03860  -0.06
C -0.79194 1.32141 -0.46940  -0.06
C 0.44778 -0.86769 -0.22793  -0.21
C 0.37759 0.63788 -0.30584  -0.19
C 1.70584 -1.43267 -0.13734  -0.02
C 2.59025 0.49338 0.14778  -0.16
N 1.56828 1.33124 -0.05215  0.08
O 2.83614 -0.61803 -0.68427  -0.08
H -2.85366 -1.34156 -0.25966  0.09
H -2.93003 0.94379 -0.45418  0.09
H -0.58630 -2.70057 -0.05584  0.14
H -0.84130 2.39676 -0.72207  0.12
H 1.90812 -2.41127 0.21602  0.10
H 3.35099 0.84137 0.87737  0.14
H 1.63788 2.36389 0.33458  0.22

---

ORCA calculation (the ωB97M-V functional and the def2-TZVPD basis) on 2 unconnected molecules or ions with the total composition C6H13N2O3S.

Calculated values
- Net charge: -1
- LUMO level: 3.5 eV
- Energy above the lowest of the compared OMol25 structures with the same formula, charge and spin: 105.52 kcal per mole
- Orbital gap: 0.27612 hartree

Each line ends with the Löwdin charge.
Positions of all 25 atoms, in Å:
C -1.13106 -1.02224 -0.13403  -0.14
C -1.53589 1.32597 -0.13252  -0.25
C -2.61678 -1.22078 -0.23810  -0.22
C -2.99496 1.09653 -0.20899  -0.21
C 4.22352 -0.08265 0.87472  -0.46
C 2.01089 -0.12896 -0.83736  -0.69
N -0.95547 0.28909 0.54711  -0.14
N 0.39834 0.45658 1.09851  -0.10
O 0.86551 -0.59007 1.45699  -0.15
O -3.33623 -0.14078 -0.84018  -0.16
O 1.29722 0.89395 -0.51794  -0.23
S 3.95129 0.09053 -0.92710  0.64
H -0.43094 -1.67461 0.37401  0.11
H -0.83695 -1.08409 -1.20393  0.13
H -0.94300 1.53528 -1.07241  0.14
H -1.33939 2.21244 0.43036  0.12
H -2.83213 -2.04938 -0.89599  0.11
H -3.15497 -1.32021 0.75184  0.13
H -3.54696 1.08299 0.80911  0.14
H -3.44862 1.91568 -0.73783  0.10
H 4.46122 -1.13512 0.96600  0.01
H 3.22901 0.09327 1.29113  0.00
H 4.86248 0.79469 1.20062  0.03
H 1.96653 -0.89221 -0.12806  0.02
H 1.83733 -0.44591 -1.92598  0.07